#1
The following is a DFT calculation (ωB97M-V/def2-TZVPD) of C3H8NO2S as an isolated structure.

```
! RIJCOSX wB97M-V def2-TZVPD def2/J DEFGRID3
* xyz -1 1
S -1.680 -0.076 0.162
O -2.265 -0.928 -0.895
O -2.301 1.192 0.295
N 0.329 0.507 -0.898
C 0.931 1.266 0.092
C -1.439 -0.820 1.758
C 0.992 -0.694 -1.271
H 0.402 -1.332 -2.031
H 0.299 2.127 0.234
H 1.208 -1.373 -0.344
H 1.207 0.601 0.987
H -0.788 -1.544 1.363
H -0.861 -0.253 2.459
H 2.049 1.703 -0.138
H 1.916 -0.375 -1.771
*
```

Output
**HOMO-LUMO gap (spin up / spin down)**: 7.63 / 7.63 eV
**Highest occupied orbital energy (spin up / spin down)**: -3.557 / -3.555 eV

Atomic partial charges in e from the natural (NBO) method, atoms 1 to 8: S 2.06; O -0.96; O -0.97; N -0.62; C -0.42; C -0.99; C -0.43; H 0.20

---

#2
The following is a DFT calculation (ωB97M-V/def2-TZVPD) of C3H8NO2S as an isolated structure.

```
! RIJCOSX wB97M-V def2-TZVPD def2/J DEFGRID3
* xyz -1 1
S -2.133 0.669 -0.302
O -1.608 -2.158 0.795
O 2.198 0.086 0.983
N 1.318 -1.156 -0.966
C 1.556 -0.045 -0.048
C 0.689 1.216 -0.425
C -0.571 1.054 0.521
H -0.745 2.056 0.926
H 0.572 -0.977 -0.064
H 0.253 1.252 -1.417
H -1.895 -2.659 0.027
H -0.350 0.414 1.382
H -1.576 -1.218 0.475
H 1.226 2.097 -0.088
H 1.066 -0.631 -1.797
*
```

Output
**HOMO-LUMO gap**: 6.96 eV
**Highest occupied orbital energy**: -3.207 eV

Atomic partial charges in e from the natural (NBO) method, atoms 1 to 8: S -0.66; O -1.01; O -0.60; N -0.76; C 0.56; C -0.54; C -0.55; H 0.20

---

It is #1 that is the least stable of them.